Molecular formula: C5H8O
Method: DFT, ωB97M-V/def2-TZVPD

* maximum force: 1.4 eV/Å
* frontier orbital gap: 9.00 eV
* LUMO energy: 0.899 eV
* E_tot: -270.3643 Eh
* HOMO energy: -8.1 eV
* energy relative to the best compared isomer or geometry (same formula, charge and spin): 121.48 kcal/mol

Last column: Löwdin charge in e.
Element x y z (Å)
C: 0.9050 0.1547 0.8474  -0.04
H: -1.7148 -1.6343 -0.5068  0.09
H: -0.3652 0.1152 -1.7865  0.16
C: -1.9032 0.5595 -0.2388  -0.10
C: -1.3569 -0.8006 0.0701  -0.10
C: 2.3079 -0.0741 0.4731  -0.10
O: 0.4870 0.9342 -0.1640  -0.10
C: -0.5754 0.2439 -0.7255  -0.35
H: -1.2063 -1.0622 1.1188  0.09
H: 2.5924 0.1500 -0.5689  0.09
H: -1.9079 1.2231 0.6143  0.12
H: 2.8475 0.6000 1.1343  0.09
H: 2.5041 -1.0996 0.7594  0.07
H: -2.6142 0.6902 -1.0269  0.10